C102H162N12O27 | ωB97M-V/def2-TZVPD

```
! RIJCOSX wB97M-V def2-TZVPD def2/J DEFGRID3
* xyz 0 1
C 2.55293 -2.05332 3.44487
C 3.80143 -2.95769 3.66075
C 4.43661 -2.72868 5.07216
C 3.55255 -3.38846 6.13904
C 3.29011 -4.85781 5.75558
C 2.62799 -5.07216 4.40008
N 3.52930 -4.41450 3.46251
O 2.99624 -4.54881 2.15632
C 2.58942 -6.60300 4.10636
C 1.18258 -4.47316 4.33871
C 4.86905 -2.61086 2.67670
H 1.97938 -1.78533 4.35466
H 1.94011 -2.43404 2.64213
H 2.88755 -1.05451 3.03004
H 5.41401 -3.24640 5.14402
H 4.58479 -1.65445 5.31958
H 2.66156 -2.85810 6.29676
H 4.16293 -3.49270 7.07312
H 2.65775 -5.32958 6.48932
H 4.19251 -5.49306 5.78870
H 2.39310 -7.03206 5.12471
H 1.78329 -6.85353 3.41175
H 3.58851 -6.90400 3.71372
H 1.28239 -3.59184 4.94653
H 0.96164 -4.29049 3.26884
H 0.46929 -5.11365 4.81155
H 5.62927 -3.37424 2.64377
H 5.43187 -1.73964 3.00542
H 4.45836 -2.48273 1.66936
H 3.71057 -4.89801 1.56601
C 0.33550 5.16430 1.72696
C 1.67125 6.01850 1.67339
C 2.92382 5.08340 1.89006
C 4.25296 5.88509 1.64453
C 4.30425 6.53212 0.23188
C 2.99973 7.29722 -0.08610
N 1.79389 6.52197 0.28367
O 0.64093 7.15574 -0.12302
C 2.97088 8.65981 0.64270
C 2.82168 7.65436 -1.51889
C 1.54111 7.08821 2.77877
H -0.46357 5.85691 1.71632
H 0.38733 4.54316 2.63538
H 0.25053 4.54345 0.83965
H 2.89309 4.59286 2.87351
H 2.84117 4.29846 1.11989
H 5.05956 5.10499 1.70012
H 4.43690 6.62526 2.39396
H 4.48430 5.66751 -0.43390
H 5.17952 7.24335 0.26578
H 3.43677 8.54147 1.61316
H 3.65512 9.30335 0.04376
H 2.01063 9.12531 0.63984
H 2.59007 6.74802 -2.10622
H 2.07437 8.39530 -1.57075
H 3.73629 8.04120 -2.01057
H 0.78530 6.59508 3.54197
H 0.92073 7.93751 2.49289
H 2.39536 7.48543 3.34654
H 0.43002 6.66600 -0.89472
C -4.80568 -1.18743 -3.13711
C -4.85501 -0.04053 -4.10312
C -3.52832 0.72325 -4.17634
C -2.46184 -0.06584 -4.94127
C -3.03001 -0.35508 -6.30410
C -4.32557 -1.10179 -6.38229
N -5.27962 -0.37218 -5.50970
O -6.48748 -1.03468 -5.46394
C -4.93389 -1.09783 -7.74988
C -4.21356 -2.55889 -5.94842
C -5.90859 0.96946 -3.66211
H -5.75392 -1.74832 -3.01110
H -4.41905 -0.89067 -2.14595
H -4.14678 -1.96821 -3.48734
H -3.68875 1.57880 -4.87872
H -3.14190 1.06281 -3.17276
H -2.07931 -0.96558 -4.41200
H -1.58427 0.53198 -5.07838
H -2.22260 -0.82022 -6.79840
H -3.14929 0.58289 -6.85200
H -4.24811 -1.54184 -8.42893
H -5.87893 -1.61481 -7.69043
H -5.11414 0.03288 -8.03558
H -5.19452 -2.98801 -5.75359
H -3.69947 -3.11839 -6.72240
H -3.59248 -2.73222 -5.07448
H -5.88922 1.81530 -4.33423
H -5.69612 1.35247 -2.64397
H -6.92805 0.52889 -3.69475
H -7.11280 -0.52422 -5.99140
C 2.26520 -5.90687 -5.12963
C 0.78681 -5.66448 -5.43717
C -0.04183 -5.14824 -4.22183
C 0.15788 -3.67919 -3.82704
C -0.07749 -2.83034 -5.04341
C 0.73409 -3.25979 -6.35370
N 0.56965 -4.71435 -6.54235
O 1.56392 -5.04980 -7.54949
C 0.11593 -2.52898 -7.57346
C 2.14956 -2.74151 -6.16537
C 0.12740 -6.94041 -5.89416
H 2.81090 -4.96941 -4.92083
H 2.68591 -6.35299 -6.04066
H 2.38791 -6.62744 -4.30081
H -1.09236 -5.43768 -4.45349
H 0.18601 -5.77298 -3.35760
H 1.14801 -3.51381 -3.50657
H -0.59069 -3.42647 -3.08585
H 0.26150 -1.85615 -4.79351
H -1.16344 -2.82279 -5.31226
H -0.06235 -1.44204 -7.49275
H 0.80824 -2.59871 -8.39690
H -0.84075 -2.93605 -7.90447
H 2.76709 -2.95785 -7.01910
H 2.08122 -1.70803 -6.04487
H 2.60603 -3.17245 -5.23479
H 0.05408 -7.56295 -4.98403
H 0.77074 -7.47194 -6.58212
H -0.90887 -6.78516 -6.28941
H 1.16776 -5.71192 -8.13878
C 0.43013 6.56486 -4.98347
C -0.86891 6.44041 -4.21792
C -2.00812 6.08745 -5.19206
C -3.29900 5.69950 -4.47854
C -3.06488 4.50249 -3.67210
C -1.88834 4.74543 -2.60405
N -0.71671 5.24987 -3.33915
O 0.27071 5.51451 -2.40391
C -2.46922 5.60593 -1.54310
C -1.50955 3.35284 -2.10802
C -1.09991 7.83203 -3.52902
H 0.38078 7.25523 -5.81602
H 0.78574 5.59527 -5.45201
H 1.16237 7.01644 -4.32751
H -2.19738 6.99440 -5.78355
H -1.67185 5.26552 -5.79803
H -4.13297 5.51792 -5.16546
H -3.60616 6.51707 -3.79851
H -2.75297 3.59005 -4.20565
H -3.91454 4.18328 -3.08079
H -3.07437 5.03222 -0.86168
H -1.64250 6.04381 -0.99402
H -3.12277 6.37390 -1.84935
H -1.24154 2.68788 -2.93241
H -0.63918 3.37030 -1.40497
H -2.32336 2.89307 -1.58543
H -0.24582 8.10897 -2.86388
H -2.02204 7.79382 -2.91989
H -1.17026 8.62640 -4.28571
H 0.92947 4.79436 -2.56126
C -3.77813 3.88749 3.13718
C -3.60448 2.36582 3.35844
C -4.77891 1.73226 4.17766
C -6.09537 1.51318 3.32604
C -5.74498 0.70977 2.05291
C -4.62376 1.34982 1.22933
N -3.44453 1.49913 2.12217
O -2.39801 2.05222 1.36745
C -4.17839 0.35649 0.09883
C -5.06134 2.62771 0.45476
C -2.30250 2.16957 4.17247
H -4.79920 4.13518 2.85860
H -2.99490 4.10084 2.35294
H -3.51370 4.42060 4.04546
H -4.44488 0.73342 4.44370
H -4.98106 2.32033 5.05746
H -6.56406 2.51780 3.02833
H -6.78619 0.95135 4.01187
H -6.64075 0.58781 1.43042
H -5.43637 -0.32759 2.28583
H -3.48950 0.84984 -0.57415
H -3.63572 -0.44914 0.64403
H -5.08112 -0.00053 -0.46144
H -4.19390 3.08359 0.00742
H -5.67593 2.16371 -0.34015
H -5.67740 3.36331 1.01817
H -1.95392 1.12533 4.26718
H -2.54294 2.48096 5.18154
H -1.47241 2.74073 3.79466
H -1.71763 1.33330 1.34729
C 4.07103 -3.41560 -2.17927
C 3.58236 -2.03970 -2.48303
C 3.09409 -1.27253 -1.26017
O 4.29991 -0.63901 -0.73292
C 5.17879 -0.53463 -1.78601
O 6.21428 0.07035 -1.69988
O 4.73300 -1.26460 -2.80784
H 3.33715 -4.04286 -1.75916
H 4.88643 -3.34127 -1.43465
H 4.47847 -3.82091 -3.08226
H 2.85881 -2.07404 -3.34770
H 2.79829 -1.94742 -0.44811
H 2.29175 -0.56096 -1.47597
C 0.47507 -8.77301 -1.54454
C 1.11598 -7.90275 -0.53777
C 2.58172 -7.61321 -0.83376
O 2.67899 -6.16103 -0.79278
C 1.40808 -5.59653 -0.72092
O 1.19417 -4.40706 -0.77031
O 0.47381 -6.59019 -0.60730
H 0.93299 -9.74897 -1.55915
H 0.58721 -8.31787 -2.54193
H -0.59066 -8.73845 -1.32092
H 0.87941 -8.27816 0.47691
H 2.86238 -7.88632 -1.85448
H 3.21817 -7.99186 -0.03428
C -2.14604 -2.41917 9.61851
C -0.97078 -1.96338 8.84453
C -0.08795 -3.14529 8.26999
O 0.45999 -2.55502 7.08106
C -0.39941 -1.55194 6.66812
O -0.35454 -1.05693 5.62306
O -1.29661 -1.29898 7.64046
H -1.81933 -2.78928 10.57520
H -2.61374 -3.22116 9.07783
H -2.86369 -1.59617 9.77435
H -0.33929 -1.34923 9.48247
H -0.75768 -3.96863 8.07362
H 0.65640 -3.42766 9.00936
C -3.52468 -4.21050 0.22515
C -4.54579 -4.75353 1.00844
C -4.24960 -5.50013 2.14834
C -2.88591 -5.72215 2.43271
C -1.86569 -5.31197 1.61947
C -2.17681 -4.52405 0.50193
N -2.50689 -6.56062 3.51817
O -1.35678 -6.89191 3.67761
O -3.36720 -6.97250 4.32162
H -3.74845 -3.57218 -0.66571
H -5.55948 -4.46533 0.82721
H -5.08827 -5.75508 2.76368
H -0.82598 -5.56853 1.86091
H -1.40651 -4.13810 -0.10286
C 1.16929 0.91234 2.18163
C 1.34649 1.55822 0.96711
C 0.76211 1.06026 -0.16722
C -0.06125 -0.02052 -0.11013
C -0.41802 -0.64299 1.07684
C 0.28055 -0.19380 2.21114
N -0.72497 -0.50208 -1.34190
O -1.59938 -1.31001 -1.22446
O -0.38387 -0.01913 -2.44232
H 1.74050 1.15941 3.08944
H 1.96927 2.44670 0.83828
H 0.98406 1.55436 -1.11475
H -1.12461 -1.47074 1.17296
H 0.03221 -0.59540 3.18124
C -3.23953 -2.46104 4.11183
C -2.10883 -3.14754 4.30807
C -2.13622 -4.13741 5.31114
C -3.31395 -4.35559 5.96427
C -4.52007 -3.77712 5.63860
C -4.44343 -2.74510 4.71128
N -3.32668 -5.30629 7.04868
O -2.32990 -5.79642 7.45382
O -4.41117 -5.54632 7.55515
H -3.25807 -1.70933 3.28595
H -1.25109 -3.06888 3.66548
H -1.28942 -4.73904 5.62131
H -5.47673 -4.01951 6.15538
H -5.36426 -2.25363 4.41539
C 0.77822 1.45708 -6.84828
C 2.09145 0.93997 -6.53148
C 2.76077 1.29833 -5.40762
C 2.07764 2.14490 -4.52199
C 0.84808 2.71578 -4.71957
C 0.22539 2.32825 -5.91635
N 2.81879 2.47228 -3.33824
O 3.86765 1.89407 -3.10695
O 2.33114 3.26851 -2.55488
H 0.27156 1.12007 -7.77090
H 2.66465 0.35481 -7.27660
H 3.74159 0.89547 -5.17433
H 0.32830 3.47078 -4.13358
H -0.78052 2.82067 -6.07445
C 7.64816 3.74049 0.13343
C 6.58852 2.96665 -0.24706
C 5.76433 2.36281 0.69487
C 6.17513 2.44100 2.01389
C 7.20234 3.20326 2.46286
C 7.97378 3.87649 1.49793
N 5.26596 1.79011 2.98728
O 5.59604 1.71016 4.17087
O 4.13335 1.52295 2.64287
H 8.30174 4.17955 -0.60899
H 6.36670 2.73199 -1.27605
H 4.93770 1.69702 0.48871
H 7.30006 3.17210 3.59440
H 8.83130 4.47726 1.69506
C 0.49385 2.37399 6.09087
C 0.35048 3.77359 6.23390
C 1.39643 4.61530 6.08172
C 2.62556 4.10625 5.71745
C 2.82516 2.75747 5.49730
C 1.72503 1.88088 5.75880
N 3.73226 4.98711 5.36327
O 3.51498 6.14167 5.25552
O 4.82690 4.44735 5.22187
H -0.32207 1.66693 6.22585
H -0.69511 4.09758 6.43807
H 1.44661 5.70178 6.18260
H 3.79889 2.35848 5.22622
H 1.96700 0.79419 5.70904
*
```

Output
Highest occupied orbital energy   -7.662 eV
Calculated total energy   -6671.56873 Eh
LUMO   -0.89 eV
Kohn-Sham gap   6.8 eV